[1]
{"formula": "C21H18BrO10P", "method": "wB97M-V/def2-TZVPD", "homo_ev": -9.578, "smiles": "O=COCCCCC1=C(P(O)Br)C(=O)OC1=O.O=C1C=CC(=O)C=C1.O=C1C=CC(=O)C=C1", "gap_ev": 7.80, "spin_multiplicity": 1, "elements": ["O", "C", "O", "C", "C", "C", "C", "C", "C", "P", "O", "Br", "C", "O", "O", "C", "O", "H", "H", "H", "H", "H", "H", "H", "H", "H", "H", "O", "C", "C", "C", "C", "O", "C", "C", "H", "H", "H", "H", "O", "C", "C", "C", "C", "O", "C", "C", "H", "H", "H", "H"], "coordinates": [[-2.913, 1.127, -0.428], [-2.239, 0.193, 0.057], [-0.897, 0.442, 0.468], [-0.111, -0.646, -0.119], [1.427, -0.123, -0.144], [1.669, 0.426, -1.666], [2.459, -0.749, -2.439], [2.126, -0.869, -3.997], [2.844, -1.826, -4.768], [4.143, -3.019, -4.108], [5.074, -3.541, -5.444], [2.899, -4.834, -3.420], [2.303, -1.658, -6.263], [2.462, -2.441, -7.221], [1.616, -0.378, -6.255], [1.092, -0.106, -4.941], [0.062, 0.528, -4.649], [-2.627, -0.879, 0.152], [-0.392, -0.872, -1.215], [-0.256, -1.618, 0.468], [2.137, -1.004, 0.071], [1.569, 0.682, 0.646], [0.684, 0.734, -2.175], [2.326, 1.368, -1.533], [2.309, -1.773, -1.933], [3.586, -0.490, -2.367], [5.729, -4.223, -5.169], [1.296, 6.100, 3.799], [1.771, 5.133, 3.235], [3.180, 5.119, 2.789], [3.699, 4.059, 2.169], [2.889, 2.852, 1.902], [3.368, 1.883, 1.336], [1.479, 2.865, 2.348], [0.960, 3.925, 2.969], [3.760, 6.011, 2.993], [4.729, 4.033, 1.835], [0.898, 1.974, 2.145], [-0.069, 3.952, 3.303], [-7.997, -1.081, 3.908], [-6.891, -1.439, 3.552], [-5.864, -0.461, 3.135], [-4.652, -0.856, 2.743], [-4.283, -2.286, 2.710], [-3.175, -2.645, 2.353], [-5.310, -3.265, 3.126], [-6.522, -2.871, 3.519], [-6.150, 0.583, 3.166], [-3.888, -0.154, 2.434], [-5.023, -4.309, 3.095], [-7.285, -3.574, 3.828]], "nbo_charge": [-0.535, 0.622, -0.547, -0.100, -0.415, -0.424, -0.472, -0.005, -0.463, 1.053, -0.963, -0.261, 0.784, -0.488, -0.527, 0.779, -0.489, 0.150, 0.180, 0.194, 0.210, 0.242, 0.237, 0.225, 0.241, 0.253, 0.511, -0.478, 0.468, -0.220, -0.236, 0.491, -0.507, -0.246, -0.208, 0.235, 0.233, 0.238, 0.235, -0.477, 0.467, -0.207, -0.240, 0.476, -0.506, -0.224, -0.225, 0.237, 0.231, 0.233, 0.235]}


[2]
{"formula": "C21H18Cl2N2O5Re", "method": "wB97M-V/def2-TZVPD", "total_charge": 2, "homo_ev": [-14.564, -14.622], "gap_ev": [6.41, 6.82], "de_lowest_kcal_mol": 49.7, "spin_multiplicity": 2, "elements": ["Re", "O", "C", "O", "C", "C", "C", "C", "C", "N", "H", "H", "H", "H", "Cl", "C", "C", "C", "Cl", "C", "O", "C", "C", "O", "C", "H", "H", "H", "O", "C", "C", "C", "C", "C", "C", "C", "C", "N", "H", "H", "H", "H", "H", "H", "H", "H", "H", "H", "H"], "coordinates": [[-0.361, -0.303, -0.503], [-4.030, 1.225, -1.089], [-3.192, 0.406, -0.944], [-1.840, 0.749, -0.959], [-3.343, -1.034, -0.697], [-4.569, -1.653, -0.676], [-4.610, -3.014, -0.425], [-3.414, -3.669, -0.203], [-2.221, -2.968, -0.240], [-2.166, -1.647, -0.491], [-5.457, -1.060, -0.854], [-5.550, -3.549, -0.401], [-3.389, -4.730, 0.003], [-1.294, -3.477, -0.062], [6.456, -3.252, -0.441], [5.000, -2.377, -0.422], [5.053, -0.969, -0.333], [3.906, -0.219, -0.308], [3.953, 1.483, -0.205], [2.648, -0.873, -0.374], [1.561, -0.163, -0.353], [2.617, -2.278, -0.463], [1.345, -2.868, -0.527], [0.288, -2.183, -0.517], [3.791, -3.038, -0.489], [6.018, -0.482, -0.284], [1.218, -3.948, -0.592], [3.760, -4.118, -0.556], [-1.313, -0.090, 1.674], [-1.761, 1.249, 2.099], [-0.617, 2.111, 2.604], [0.663, 1.987, 1.775], [0.554, 2.560, 0.384], [0.773, 3.912, 0.162], [0.731, 4.428, -1.118], [0.478, 3.575, -2.184], [0.237, 2.254, -1.910], [0.262, 1.753, -0.658], [-0.852, -0.495, 2.420], [-2.521, 1.115, 2.866], [-2.239, 1.683, 1.227], [-0.387, 1.866, 3.644], [-0.967, 3.145, 2.607], [0.964, 0.945, 1.715], [1.479, 2.496, 2.288], [0.994, 4.551, 1.008], [0.903, 5.483, -1.289], [0.449, 3.926, -3.206], [-0.008, 1.554, -2.700]], "mulliken_spin": [1.044, 0.025, 0.001, 0.015, 0.000, 0.000, 0.000, -0.001, 0.005, -0.021, 0.000, 0.000, 0.000, -0.002, -0.001, -0.002, -0.001, 0.000, 0.000, -0.019, -0.053, -0.015, -0.010, 0.007, 0.001, 0.000, 0.000, 0.000, 0.050, 0.013, -0.007, 0.018, -0.013, 0.000, 0.000, 0.001, -0.011, -0.022, -0.011, 0.003, -0.005, 0.000, 0.000, -0.002, 0.000, 0.000, 0.000, 0.000, 0.012]}


[3]
{"formula": "C21H18Cl4NO6", "method": "wB97M-V/def2-TZVPD", "total_charge": -1, "homo_ev": -4.770, "smiles": "CN(C)c1ccc(CC2([C@@]3([O-])C(=O)C(Cl)=C(Cl)C(Cl)=C3Cl)C(=O)OC(C)(C)OC2=O)cc1", "gap_ev": 7.19, "spin_multiplicity": 1, "elements": ["C", "N", "C", "C", "C", "C", "C", "C", "C", "C", "O", "C", "O", "C", "Cl", "C", "Cl", "C", "Cl", "C", "Cl", "C", "O", "O", "C", "C", "C", "O", "C", "O", "C", "C", "H", "H", "H", "H", "H", "H", "H", "H", "H", "H", "H", "H", "H", "H", "H", "H", "H", "H"], "coordinates": [[3.784, 1.294, -4.216], [2.365, 1.596, -4.316], [2.061, 2.784, -5.100], [1.528, 1.278, -3.232], [1.247, 2.236, -2.237], [0.316, 1.966, -1.256], [-0.338, 0.724, -1.206], [-1.407, 0.486, -0.204], [-1.093, -0.306, 1.124], [-2.142, 0.234, 2.094], [-2.425, 1.497, 1.818], [-3.550, -0.482, 1.791], [-3.788, -0.889, 0.673], [-4.578, -0.410, 2.825], [-6.156, -0.755, 2.313], [-4.262, -0.111, 4.129], [-5.502, 0.034, 5.287], [-2.889, 0.078, 4.536], [-2.534, 0.201, 6.207], [-1.857, 0.212, 3.629], [-0.408, 0.905, 4.167], [-1.074, -1.794, 0.842], [-1.536, -2.282, -0.167], [-0.412, -2.583, 1.757], [0.983, -2.198, 1.921], [1.481, -3.083, 3.056], [1.772, -2.282, 0.622], [0.976, -0.835, 2.381], [0.302, 0.059, 1.576], [0.789, 1.141, 1.339], [-0.057, -0.239, -2.193], [0.905, 0.015, -3.159], [3.913, 0.411, -3.579], [4.177, 1.092, -5.220], [4.344, 2.141, -3.783], [0.972, 2.913, -5.155], [2.507, 3.691, -4.665], [2.455, 2.652, -6.114], [1.780, 3.188, -2.242], [0.103, 2.714, -0.493], [-1.731, 1.432, 0.267], [-2.268, -0.018, -0.650], [0.766, -3.037, 3.882], [1.551, -4.118, 2.706], [2.463, -2.744, 3.399], [1.344, -1.616, -0.149], [2.803, -1.961, 0.823], [1.781, -3.316, 0.250], [-0.608, -1.178, -2.164], [1.147, -0.735, -3.912]], "nbo_charge": [-0.394, -0.479, -0.397, 0.131, -0.275, -0.110, -0.029, -0.457, -0.379, 0.244, -0.796, 0.506, -0.547, -0.169, 0.040, -0.033, 0.051, -0.165, 0.013, 0.007, 0.074, 0.837, -0.540, -0.561, 0.537, -0.627, -0.672, -0.558, 0.852, -0.552, -0.223, -0.226, 0.210, 0.183, 0.159, 0.212, 0.159, 0.186, 0.201, 0.220, 0.303, 0.262, 0.237, 0.217, 0.219, 0.242, 0.227, 0.224, 0.231, 0.205]}


[4]
{"formula": "C21H18CoN6OS3", "method": "wB97M-V/def2-TZVPD", "total_charge": 1, "homo_ev": [-10.488, -10.523], "gap_ev": [7.29, 5.81], "de_lowest_kcal_mol": 0.0, "spin_multiplicity": 5, "elements": ["Co", "N", "C", "S", "N", "N", "C", "C", "C", "C", "C", "C", "N", "H", "H", "H", "H", "H", "H", "H", "C", "C", "N", "C", "C", "C", "C", "C", "C", "C", "C", "C", "N", "C", "H", "H", "H", "H", "H", "H", "H", "H", "C", "O", "C", "S", "S", "H", "H", "H"], "coordinates": [[-0.556, 0.523, -0.417], [-3.988, 1.704, -2.833], [-2.992, 1.530, -1.949], [-1.500, 0.881, -2.555], [-3.258, 1.899, -0.705], [-2.225, 1.677, 0.125], [-2.260, 2.130, 1.323], [-1.095, 1.852, 2.162], [-1.034, 2.233, 3.497], [0.109, 1.944, 4.223], [1.161, 1.291, 3.598], [1.026, 0.949, 2.264], [-0.071, 1.216, 1.559], [-3.828, 1.550, -3.810], [-4.823, 2.178, -2.530], [-3.095, 2.716, 1.694], [-1.871, 2.747, 3.949], [0.180, 2.229, 5.264], [2.074, 1.056, 4.125], [1.828, 0.454, 1.728], [3.269, -1.567, -1.151], [2.262, -0.595, -1.118], [1.055, -0.838, -0.643], [0.773, -2.075, -0.172], [1.716, -3.109, -0.162], [2.995, -2.822, -0.670], [1.348, -4.399, 0.350], [0.103, -4.627, 0.819], [-0.887, -3.587, 0.819], [-2.201, -3.777, 1.286], [-3.092, -2.737, 1.239], [-2.667, -1.502, 0.733], [-1.439, -1.297, 0.300], [-0.556, -2.319, 0.331], [4.240, -1.316, -1.551], [2.444, 0.409, -1.476], [3.751, -3.597, -0.680], [2.090, -5.187, 0.346], [-0.174, -5.602, 1.200], [-2.497, -4.745, 1.671], [-4.111, -2.852, 1.579], [-3.345, -0.659, 0.669], [3.094, 3.382, -4.098], [1.899, 3.249, -3.295], [2.024, 3.100, -2.005], [3.397, 3.061, -1.088], [0.624, 3.000, -1.046], [2.764, 3.241, -5.122], [3.826, 2.629, -3.815], [3.508, 4.378, -3.958]], "mulliken_spin": [2.693, 0.008, -0.007, 0.154, 0.006, 0.030, 0.001, 0.006, -0.001, -0.002, -0.002, 0.003, 0.040, -0.001, -0.002, 0.005, 0.000, 0.000, 0.000, 0.000, 0.001, -0.010, 0.036, 0.013, -0.001, 0.002, 0.001, 0.000, 0.000, 0.002, 0.002, 0.008, 0.025, 0.001, 0.000, 0.012, 0.000, 0.000, 0.000, 0.000, 0.000, 0.000, 0.005, -0.014, -0.054, 0.371, 0.671, 0.002, -0.002, -0.002]}


[5]
{"formula": "C21H18CoN6OS3", "method": "wB97M-V/def2-TZVPD", "total_charge": 1, "homo_ev": [-10.249, -10.683], "gap_ev": [6.97, 6.24], "de_lowest_kcal_mol": 9.7, "spin_multiplicity": 5, "elements": ["Co", "N", "C", "S", "N", "N", "C", "C", "C", "C", "C", "C", "N", "H", "H", "H", "H", "H", "H", "H", "C", "C", "N", "C", "C", "C", "C", "C", "C", "C", "C", "C", "N", "C", "H", "H", "H", "H", "H", "H", "H", "H", "C", "O", "C", "S", "S", "H", "H", "H"], "coordinates": [[0.490, -0.661, 0.274], [3.771, -3.580, 1.218], [2.726, -2.901, 0.729], [1.351, -2.671, 1.796], [2.835, -2.486, -0.512], [1.753, -1.778, -0.930], [1.728, -1.478, -2.160], [0.522, -0.795, -2.677], [0.364, -0.505, -4.015], [-0.839, 0.035, -4.444], [-1.847, 0.260, -3.521], [-1.596, -0.032, -2.190], [-0.436, -0.534, -1.770], [3.740, -3.944, 2.149], [4.556, -3.790, 0.623], [2.532, -1.789, -2.820], [1.170, -0.712, -4.710], [-0.990, 0.270, -5.491], [-2.812, 0.654, -3.819], [-2.353, 0.150, -1.429], [-3.269, -2.163, 2.047], [-1.999, -2.109, 1.460], [-1.419, -0.971, 1.118], [-2.092, 0.193, 1.337], [-3.365, 0.230, 1.903], [-3.949, -0.996, 2.268], [-4.022, 1.497, 2.103], [-3.411, 2.649, 1.779], [-2.087, 2.646, 1.214], [-1.395, 3.827, 0.890], [-0.146, 3.750, 0.339], [0.412, 2.488, 0.106], [-0.207, 1.368, 0.414], [-1.442, 1.434, 0.972], [-3.688, -3.124, 2.323], [-1.438, -3.014, 1.263], [-4.934, -1.004, 2.723], [-5.024, 1.500, 2.523], [-3.907, 3.602, 1.931], [-1.857, 4.788, 1.091], [0.418, 4.640, 0.088], [1.398, 2.391, -0.336], [4.276, 0.440, -0.524], [3.107, 0.399, 0.325], [3.271, 0.261, 1.671], [4.708, 0.259, 2.433], [1.747, -0.048, 2.459], [3.903, 0.325, -1.539], [4.954, -0.365, -0.273], [4.790, 1.391, -0.409]], "mulliken_spin": [2.699, 0.014, -0.017, 0.477, 0.038, 0.013, 0.017, 0.021, 0.008, -0.003, 0.006, -0.002, 0.039, -0.003, -0.002, -0.001, 0.000, 0.000, 0.000, 0.000, 0.006, 0.006, 0.033, -0.003, 0.006, -0.003, 0.000, 0.002, -0.003, 0.000, -0.006, -0.004, 0.017, 0.002, -0.001, -0.006, 0.000, 0.000, 0.000, 0.000, 0.000, 0.004, -0.004, 0.011, -0.045, 0.175, 0.509, 0.000, 0.001, 0.002]}


[6]
{"formula": "C21H18EuN4O3S5", "method": "wB97M-V/def2-TZVPD", "total_charge": -2, "homo_ev": [0.468, -2.744], "gap_ev": [3.82, 5.04], "de_lowest_kcal_mol": 134.9, "spin_multiplicity": 8, "elements": ["Eu", "C", "O", "C", "C", "C", "C", "C", "C", "N", "N", "C", "O", "C", "C", "C", "C", "C", "C", "C", "O", "H", "H", "H", "H", "H", "H", "H", "H", "H", "H", "H", "H", "S", "S", "S", "S", "N", "C", "S", "C", "C", "C", "N", "C", "C", "H", "H", "H", "H", "H", "H"], "coordinates": [[6.836, 13.771, 14.253], [7.388, 16.368, 17.891], [8.212, 15.380, 18.511], [9.370, 15.150, 17.773], [10.600, 15.668, 18.240], [11.743, 15.503, 17.409], [11.613, 14.995, 16.157], [10.364, 14.535, 15.616], [10.328, 13.976, 14.334], [9.243, 13.690, 13.673], [9.517, 13.306, 12.352], [8.429, 13.096, 11.622], [7.195, 13.173, 11.952], [8.702, 12.754, 10.197], [9.911, 13.073, 9.577], [10.089, 12.835, 8.208], [9.076, 12.340, 7.472], [7.871, 11.942, 8.019], [7.709, 12.202, 9.390], [9.183, 14.614, 16.464], [8.062, 14.137, 16.102], [6.539, 16.419, 18.552], [7.133, 16.258, 16.802], [7.861, 17.304, 17.890], [10.639, 16.167, 19.178], [12.692, 16.040, 17.600], [12.363, 15.163, 15.429], [11.244, 13.732, 13.759], [10.655, 13.546, 10.206], [11.039, 13.086, 7.790], [9.234, 12.279, 6.372], [7.119, 11.521, 7.360], [6.793, 11.977, 9.844], [4.135, 13.314, 14.104], [4.281, 14.911, 15.397], [4.515, 16.555, 14.160], [6.481, 16.464, 13.481], [8.594, 6.336, 15.319], [7.549, 7.150, 15.850], [6.403, 6.233, 16.753], [7.524, 8.479, 15.514], [6.370, 9.275, 15.798], [6.307, 10.588, 15.428], [7.319, 11.300, 14.805], [8.391, 10.485, 14.471], [8.533, 9.166, 14.804], [8.621, 5.325, 15.562], [9.528, 6.779, 15.397], [5.504, 8.777, 16.282], [5.411, 11.189, 15.611], [9.200, 10.968, 13.910], [9.507, 8.766, 14.569]], "mulliken_spin": [2.139, -0.003, 0.005, -0.057, 0.299, -0.052, 0.107, 0.083, 0.266, 0.444, 0.101, 0.072, 0.097, -0.018, 0.042, -0.015, 0.026, -0.014, 0.024, 0.274, 0.167, 0.000, 0.001, 0.005, 0.042, -0.003, 0.010, 0.033, 0.003, -0.001, 0.002, 0.000, 0.002, 0.026, 0.129, 0.658, 1.098, 0.053, 0.176, 0.213, 0.049, 0.129, -0.013, 0.207, -0.054, 0.158, -0.001, 0.010, 0.025, 0.010, 0.021, 0.029]}


| no. | molar mass (g/mol) |
| --- | --- |
| 1 | 541.2 |
| 2 | 635.5 |
| 3 | 522.2 |
| 4 | 525.6 |
| 5 | 525.6 |
| 6 | 686.7 |